13
Properties=species:S:1:pos:R:3:lowdin_charge:R:1 method="wB97M-V/def2-TZVPD" spin_multiplicity=2 e_above_lowest_kj_mol=149.5 lumo_energy_ev="3.533 / 3.577" homo_lumo_gap_ev="2.231 / 9.923" energy_ev=-7229.2650 total_charge=-1
C 1.178 0.199 -0.105 -0.2371
N 1.272 0.048 1.332 -0.0789
C 0.877 -1.122 1.967 -0.4001
N 0.623 -1.177 3.206 0.0281
H 0.937 1.211 -0.423 0.0567
H 0.513 -0.544 -0.597 0.0492
H 2.118 -0.063 -0.638 0.0580
H 0.943 0.849 1.897 0.1252
H 1.086 -2.063 1.433 0.1123
H 0.120 -1.998 3.514 0.0156
H -2.984 1.109 -4.467 -0.0931
H -3.803 1.915 -3.470 -0.0899
O -2.881 1.636 -3.650 -0.5460

---

20
Properties=species:S:1:pos:R:3:lowdin_charge:R:1 method="wB97M-V/def2-TZVPD" lumo_energy_ev="-1.455 / -1.555" homo_lumo_gap_ev="6.875 / 6.600" energy_ev=-31801.1390
C -1.324 0.032 -2.465 -0.0846
C -0.971 0.528 -0.355 -0.4530
C 2.092 -0.508 1.695 -0.4164
C -0.294 -1.761 -0.918 -0.0358
C -0.706 0.495 0.990 -0.4266
C 1.820 0.704 1.009 -0.5751
N -1.572 1.310 -2.243 0.0228
N -1.432 1.577 -0.962 0.0344
N -0.954 -0.523 -1.255 -0.0530
O 1.917 -1.571 1.105 -0.0346
S -1.271 1.803 2.030 0.7623
I 2.094 2.544 2.023 0.8178
H -1.394 -0.580 -3.275 0.0942
H 2.397 -0.489 2.701 0.0851
H -0.733 -2.414 -0.111 0.1059
H -0.444 -2.404 -1.878 0.1201
H 0.775 -1.633 -0.592 0.0790
H -0.844 -0.449 1.503 0.0780
H 2.102 0.754 0.065 -0.0184
H -1.258 2.585 0.933 -0.1022

---

16
Properties=species:S:1:pos:R:3:lowdin_charge:R:1 method="wB97M-V/def2-TZVPD" e_above_lowest_kj_mol=369.9 lumo_energy_ev=-0.185 homo_lumo_gap_ev=8.486 energy_ev=-7390.9313
C -1.480 1.112 -0.816 -0.1168
C -0.377 0.145 -1.024 0.0633
C -0.809 -1.324 1.498 -0.0439
C 0.981 0.529 -0.934 -0.5416
O 1.205 1.255 -1.913 0.0595
C 2.049 -0.005 -0.024 -0.0074
H -1.947 1.298 -1.789 0.0917
H -1.246 2.087 -0.379 0.0816
H -2.266 0.625 -0.234 0.0800
H -0.705 -1.243 0.409 -0.0165
H -0.663 -0.358 1.993 0.0350
H -0.064 -2.037 1.859 0.0308
H -1.816 -1.690 1.716 0.0309
H 1.766 0.032 1.031 0.0734
H 2.277 -1.050 -0.257 0.0943
H 2.950 0.587 -0.183 0.0857

---

11
Properties=species:S:1:pos:R:3:lowdin_charge:R:1 method="wB97M-V/def2-TZVPD" e_above_lowest_kj_mol=282.2 lumo_energy_ev=0.820 homo_lumo_gap_ev=10.895 energy_ev=-8774.7696
N -2.892 -0.135 -0.282 0.2275
C -1.724 0.010 0.063 -0.3441
O -0.821 -1.369 0.359 -0.0865
C 0.411 -0.983 -0.203 -0.2103
C 0.468 0.614 -0.078 -0.1408
O -0.836 0.961 0.192 0.0024
H -3.457 0.553 -0.599 0.0315
H 0.402 -1.290 -1.264 0.1184
H 1.284 -1.353 0.339 0.1115
H 1.220 1.074 0.695 0.1572
H 0.547 1.069 -1.106 0.1332